Entry 1:
{"formula": "C21H29N5O4", "method": "ωB97M-V/def2-TZVPD", "elements": ["C", "O", "C", "C", "C", "C", "C", "N", "C", "C", "N", "C", "O", "C", "C", "C", "O", "N", "C", "C", "C", "N", "C", "C", "N", "C", "C", "C", "O", "C", "H", "H", "H", "H", "H", "H", "H", "H", "H", "H", "H", "H", "H", "H", "H", "H", "H", "H", "H", "H", "H", "H", "H", "H", "H", "H", "H", "H", "H"], "positions_angstrom": [[-6.990, -2.943, 0.574], [-6.809, -1.681, -0.018], [-5.653, -0.986, 0.248], [-4.635, -1.487, 1.052], [-3.476, -0.772, 1.288], [-3.297, 0.477, 0.714], [-2.035, 1.253, 0.967], [-0.859, 0.435, 0.699], [-0.789, -0.076, -0.655], [-0.591, 1.034, -1.691], [0.429, 1.952, -1.234], [0.907, 2.078, 0.014], [1.727, 2.936, 0.296], [0.383, 1.094, 1.062], [1.475, 0.037, 1.390], [2.483, -0.131, 0.266], [2.235, -0.857, -0.695], [3.649, 0.526, 0.360], [4.069, 1.348, 1.473], [4.578, 0.474, -0.764], [5.778, -0.342, -0.426], [6.863, 0.143, 0.130], [7.693, -0.912, 0.320], [7.094, -2.055, -0.127], [5.865, -1.687, -0.596], [4.901, -2.573, -1.190], [-4.307, 0.984, -0.084], [-5.488, 0.287, -0.326], [-6.359, 0.950, -1.140], [-7.684, 0.503, -1.317], [-7.967, -3.284, 0.234], [-6.990, -2.882, 1.667], [-6.226, -3.656, 0.248], [-4.741, -2.460, 1.505], [-2.700, -1.189, 1.909], [-1.997, 1.525, 2.028], [-2.049, 2.190, 0.387], [0.059, -0.762, -0.707], [-1.705, -0.626, -0.874], [-1.530, 1.580, -1.855], [-0.279, 0.599, -2.644], [0.789, 2.619, -1.905], [0.202, 1.676, 1.972], [0.964, -0.918, 1.525], [1.972, 0.305, 2.318], [5.117, 1.600, 1.323], [3.989, 0.807, 2.417], [3.474, 2.263, 1.516], [4.044, 0.055, -1.619], [4.897, 1.494, -0.993], [8.659, -0.781, 0.762], [7.428, -3.072, -0.148], [3.896, -2.163, -1.086], [4.943, -3.541, -0.692], [5.117, -2.716, -2.252], [-4.213, 1.955, -0.546], [-7.725, -0.444, -1.859], [-8.204, 0.395, -0.362], [-8.169, 1.281, -1.906]], "forces_ev_per_a": [[0.0, -0.2, 0.1], [0.3, 0.4, -0.1], [-0.2, 0.0, -0.1], [-0.1, -0.1, 0.0], [0.0, 0.1, 0.0], [-0.1, 0.0, 0.0], [0.0, 0.1, 0.1], [-0.1, 0.1, 0.2], [0.1, -0.1, -0.4], [-0.3, -0.3, 0.1], [0.0, 0.1, -0.5], [-0.3, 0.2, 0.2], [0.2, 0.2, 0.2], [0.1, -0.1, 0.2], [0.1, 0.1, -0.1], [0.1, -0.3, 0.3], [-0.3, -0.2, -0.2], [0.1, 0.0, -0.2], [-0.1, 0.3, 0.4], [-0.1, -0.2, -0.2], [0.0, 0.1, -0.1], [-0.2, 0.6, -0.1], [0.0, -0.3, 0.0], [0.3, 0.0, 0.2], [0.2, 0.3, 0.2], [-0.4, -0.3, -0.4], [-0.1, -0.2, 0.1], [0.0, 0.0, 0.0], [0.4, -0.1, 0.1], [-0.5, 0.0, -0.1], [0.1, 0.0, 0.1], [0.0, 0.0, 0.0], [0.0, 0.0, 0.0], [-0.1, -0.1, 0.0], [0.1, -0.1, 0.1], [0.0, 0.1, -0.1], [0.0, 0.0, 0.0], [-0.1, 0.0, -0.1], [0.1, 0.0, -0.1], [0.1, -0.1, 0.0], [-0.1, 0.0, 0.1], [0.0, 0.0, 0.2], [0.0, 0.0, -0.2], [0.1, 0.1, 0.0], [0.0, 0.0, 0.0], [0.0, 0.0, 0.1], [0.1, 0.0, 0.0], [0.1, 0.0, 0.1], [0.1, 0.1, 0.1], [0.0, -0.1, 0.0], [0.2, -0.1, 0.1], [0.0, -0.2, 0.0], [0.1, 0.0, 0.0], [0.0, 0.0, 0.0], [0.0, 0.0, 0.1], [0.0, 0.1, -0.1], [0.0, 0.1, 0.1], [0.0, 0.0, -0.1], [0.0, -0.1, 0.0]], "charge": 0, "homo_energy_ev": -8.09, "e_above_lowest_kj_mol": 222.6, "molar_mass_g_mol": 415.49, "gap_ev": 8.803}

=====

Entry 2:
{"formula": "C21H29N6PPtSSe", "method": "ωB97M-V/def2-TZVPD", "elements": ["Pt", "C", "C", "C", "C", "C", "C", "C", "C", "C", "S", "C", "N", "H", "H", "H", "H", "H", "H", "H", "H", "C", "N", "C", "N", "C", "N", "C", "P", "C", "C", "H", "H", "H", "H", "H", "H", "H", "H", "H", "H", "H", "H", "H", "C", "N", "C", "C", "N", "C", "C", "Se", "H", "H", "H", "H", "H", "H", "H", "H"], "positions_angstrom": [[0.606, 1.197, 0.831], [-1.458, 3.830, 0.652], [-0.062, 4.359, 0.644], [0.194, 5.741, 0.623], [1.488, 6.190, 0.601], [2.545, 5.260, 0.593], [3.903, 5.640, 0.554], [4.894, 4.690, 0.526], [4.574, 3.332, 0.548], [3.252, 2.918, 0.611], [2.875, 1.230, 0.689], [2.205, 3.882, 0.621], [0.918, 3.477, 0.642], [-2.186, 4.630, 0.736], [-1.582, 3.143, 1.490], [-1.637, 3.283, -0.275], [-0.632, 6.432, 0.625], [1.716, 7.246, 0.586], [4.142, 6.693, 0.536], [5.930, 4.987, 0.490], [5.361, 2.593, 0.525], [-3.455, -0.373, -2.074], [-2.017, -0.890, -2.197], [-1.959, -2.294, -1.595], [-2.493, -2.318, -0.289], [-3.859, -1.825, -0.265], [-3.903, -0.456, -0.741], [-3.288, 0.489, 0.167], [-1.436, 0.167, 0.359], [-1.082, -0.005, -1.479], [-1.656, -1.661, 0.696], [-4.081, -0.997, -2.720], [-3.477, 0.660, -2.431], [-1.758, -0.933, -3.187], [-0.905, -2.594, -1.574], [-2.524, -2.961, -2.254], [-4.244, -1.873, 0.753], [-4.484, -2.453, -0.906], [-3.767, 0.392, 1.146], [-3.476, 1.503, -0.193], [-0.056, -0.383, -1.574], [-1.107, 0.993, -1.926], [-2.109, -1.801, 1.680], [-0.671, -2.137, 0.703], [1.817, -4.276, -1.989], [1.373, -4.476, -0.637], [0.923, -5.665, -0.131], [0.729, -5.496, 1.199], [1.064, -4.205, 1.502], [1.098, -3.634, 2.822], [1.451, -3.580, 0.370], [1.973, -1.798, 0.236], [2.450, -5.111, -2.286], [2.393, -3.353, -2.048], [0.969, -4.214, -2.673], [0.792, -6.535, -0.741], [0.387, -6.196, 1.936], [1.212, -4.435, 3.549], [0.186, -3.074, 3.039], [1.943, -2.951, 2.905]], "forces_ev_per_a": [[1.5, 0.6, -0.2], [-0.1, 0.0, 0.1], [-0.4, -0.1, 0.0], [0.3, 0.0, 0.0], [-0.1, -0.3, 0.0], [-0.1, -0.3, 0.0], [0.2, -0.2, 0.0], [-0.3, 0.6, 0.0], [-0.8, -0.4, 0.1], [0.3, 1.0, -0.1], [-0.8, -0.2, 0.2], [1.7, 0.1, -0.1], [-0.8, -2.2, 0.4], [-0.1, 0.1, 0.0], [-0.1, 0.1, 0.0], [-0.1, 0.0, -0.1], [-0.1, 0.0, 0.0], [0.0, 0.1, 0.0], [0.1, 0.1, 0.0], [0.1, 0.0, 0.0], [0.1, -0.1, 0.0], [-0.4, 0.2, -0.4], [-0.2, -0.2, -0.3], [0.2, -0.6, -0.2], [-0.2, -0.1, 0.1], [-0.2, -0.2, 0.0], [-0.3, 0.0, 0.1], [0.3, 0.5, 0.4], [-0.5, -0.4, -0.9], [0.6, 0.6, 0.5], [0.4, 0.0, 0.4], [0.2, 0.0, 0.0], [0.1, -0.2, 0.0], [0.0, 0.0, 0.1], [-0.1, 0.1, -0.1], [0.0, 0.2, 0.0], [0.0, 0.0, 0.0], [0.0, 0.0, 0.0], [0.1, 0.1, -0.1], [0.1, 0.0, 0.1], [-0.2, -0.1, -0.1], [-0.1, -0.1, 0.0], [0.1, 0.1, 0.0], [-0.1, 0.2, 0.1], [0.2, 0.2, -0.7], [-0.1, 0.2, 0.9], [-0.1, -0.3, 0.4], [-0.1, -0.4, -0.3], [0.2, -0.1, -0.8], [0.0, 0.4, 0.7], [-0.4, 0.3, 0.2], [0.2, 1.1, -0.1], [0.0, 0.1, 0.0], [-0.1, -0.1, 0.0], [0.0, 0.0, 0.0], [0.0, -0.2, -0.1], [0.0, -0.1, 0.1], [0.0, 0.0, 0.0], [0.0, -0.1, 0.0], [-0.1, -0.1, -0.1]], "charge": 2, "homo_energy_ev": [-12.49, -12.49], "e_above_lowest_kj_mol": 289.6, "molar_mass_g_mol": 702.58, "gap_ev": [5.082, 5.079]}

=====

Entry 3:
{"formula": "C21H29NO4", "method": "ωB97M-V/def2-TZVPD", "elements": ["C", "O", "C", "C", "C", "C", "C", "C", "N", "C", "C", "C", "C", "C", "O", "C", "C", "C", "C", "C", "C", "O", "C", "C", "C", "O", "H", "H", "H", "H", "H", "H", "H", "H", "H", "H", "H", "H", "H", "H", "H", "H", "H", "H", "H", "H", "H", "H", "H", "H", "H", "H", "H", "H", "H"], "positions_angstrom": [[-4.191, -0.387, -1.196], [-4.452, -1.720, -0.819], [-3.625, -2.185, 0.216], [-2.206, -2.409, -0.214], [-1.670, -2.727, -1.426], [-0.274, -2.852, -1.223], [-0.055, -2.609, 0.100], [1.206, -2.576, 0.898], [2.085, -1.518, 0.419], [3.416, -1.577, 0.998], [4.328, -0.585, 0.282], [3.752, 0.828, 0.349], [2.287, 0.882, -0.112], [2.146, 0.673, -1.634], [2.596, -0.562, -2.118], [1.720, 2.278, 0.248], [0.267, 2.458, -0.090], [-0.122, 3.035, -1.291], [-1.466, 3.166, -1.600], [-2.434, 2.720, -0.725], [-2.058, 2.148, 0.490], [-3.079, 1.727, 1.294], [-2.760, 1.117, 2.521], [-0.711, 2.036, 0.805], [1.503, -0.204, 0.633], [-1.229, -2.327, 0.719], [-3.172, -0.267, -1.581], [-4.331, 0.295, -0.351], [-4.904, -0.148, -1.982], [-4.070, -3.135, 0.537], [-3.635, -1.490, 1.070], [-2.207, -2.855, -2.343], [0.464, -3.091, -1.960], [1.736, -3.526, 0.781], [0.945, -2.451, 1.964], [3.389, -1.349, 2.079], [3.803, -2.591, 0.874], [5.315, -0.602, 0.748], [4.434, -0.885, -0.760], [4.355, 1.500, -0.263], [3.803, 1.182, 1.383], [1.085, 0.807, -1.897], [2.726, 1.436, -2.163], [2.283, -1.239, -1.492], [1.860, 2.435, 1.320], [2.311, 3.028, -0.281], [0.628, 3.383, -1.985], [-1.760, 3.617, -2.535], [-3.483, 2.809, -0.955], [-2.233, 1.807, 3.188], [-2.153, 0.216, 2.378], [-3.713, 0.844, 2.972], [-0.404, 1.622, 1.752], [1.480, 0.037, 1.713], [0.475, -0.222, 0.264]], "forces_ev_per_a": [[0.0, 0.2, 0.0], [0.0, -0.3, 0.0], [0.0, -0.1, 0.3], [-0.2, -0.1, -0.8], [-0.4, 0.2, 0.5], [0.2, 0.1, 0.7], [0.4, -0.3, -0.6], [-0.2, 0.0, 0.0], [0.0, -0.1, 0.1], [0.3, 0.0, -0.2], [0.1, 0.0, 0.2], [-0.1, -0.2, -0.2], [0.1, 0.1, 0.0], [-0.3, 0.3, 0.1], [0.1, -0.5, -0.3], [0.0, -0.3, -0.1], [-0.1, 0.3, -0.1], [0.1, 0.0, 0.1], [-0.1, 0.0, 0.0], [-0.1, -0.1, 0.2], [0.0, 0.0, -0.1], [0.0, 0.2, -0.3], [0.1, -0.1, 0.2], [-0.2, -0.1, 0.2], [-0.1, 0.2, -0.2], [-0.1, 0.1, 0.3], [0.0, 0.0, 0.0], [0.0, 0.0, 0.0], [0.0, 0.1, 0.0], [0.1, 0.2, 0.1], [0.0, -0.1, 0.0], [-0.2, 0.0, -0.2], [0.2, 0.0, -0.1], [0.0, 0.1, 0.1], [0.1, 0.0, 0.0], [0.0, 0.0, 0.0], [0.0, 0.0, 0.1], [0.0, 0.0, 0.0], [0.1, 0.0, 0.1], [0.0, 0.1, 0.0], [0.0, 0.1, 0.0], [0.2, 0.1, 0.0], [-0.1, 0.1, 0.1], [0.1, 0.1, 0.0], [0.1, 0.0, 0.0], [0.1, 0.0, 0.0], [0.1, 0.0, -0.1], [0.0, 0.0, -0.1], [-0.1, 0.0, 0.0], [0.0, 0.0, 0.0], [0.0, 0.0, 0.0], [0.1, 0.0, 0.0], [0.0, -0.1, 0.1], [-0.1, 0.0, 0.0], [0.0, 0.0, 0.1]], "charge": 0, "homo_energy_ev": -8.42, "e_above_lowest_kj_mol": 284.0, "molar_mass_g_mol": 359.47, "gap_ev": 9.096}